1.
The following is a DFT calculation (ωB97M-V with the def2-TZVPD basis set) of 2 unconnected molecules or ions with the total composition C4H4N2O2 in a non-equilibrium geometry.

Properties
- HOMO: -9.2 eV
- Gap between HOMO and LUMO: 8.807 eV

Structure (ORCA input):
```
! RIJCOSX wB97M-V def2-TZVPD def2/J DEFGRID3
* xyz 0 1
C -0.008 -1.058 -0.168
C 1.949 0.303 0.097
C 0.384 0.340 -0.083
C -0.478 1.373 -0.110
H -3.031 -1.162 0.802
H 2.540 1.181 0.465
H -1.522 1.517 -0.395
H -0.045 2.404 -0.307
N -1.128 -1.642 0.068
N 2.340 -0.923 -0.026
O -2.183 -0.566 -0.112
O 1.181 -1.765 -0.231
*
```

2.
The following is a DFT calculation (ωB97M-V with the def2-TZVPD basis set) of 14 unconnected molecules or ions with the total composition C42H78Cl12N9O11 in a non-equilibrium geometry.

Properties
- HOMO: -3.5 eV
- Gap between HOMO and LUMO: 4.693 eV

Structure (ORCA input):
```
! RIJCOSX wB97M-V def2-TZVPD def2/J DEFGRID3
* xyz -1 1
C 0.773 0.913 -2.331
C 0.179 1.470 -1.064
N -0.050 0.402 -0.054
C 0.876 -0.138 0.789
C 0.264 -0.932 1.706
N -1.104 -0.832 1.443
C -1.257 0.023 0.435
C -2.260 -1.496 2.171
H 1.221 1.770 -2.844
H 0.020 0.582 -3.049
H 1.521 0.125 -2.369
H -0.824 1.804 -1.310
H 0.863 2.187 -0.620
H 1.934 0.032 0.662
H 0.584 -1.600 2.491
H -2.167 0.347 -0.045
H -2.660 -2.276 1.535
H -2.881 -0.635 2.406
H -1.818 -1.909 3.080
C 1.137 -4.307 4.489
C 0.088 -4.834 3.760
C -1.315 -4.233 3.894
O -2.335 -4.695 3.305
C -1.486 -3.020 4.574
C -0.404 -2.443 5.361
C 1.029 -3.110 5.287
O 2.004 -2.485 5.710
O -0.513 -1.412 6.038
O 0.419 -5.689 2.873
H 2.151 -4.656 4.357
H -2.474 -2.580 4.534
Cl -6.246 -3.974 -1.868
C -5.034 -3.075 -2.853
C -4.041 -2.392 -1.939
Cl -4.609 -0.906 -1.220
H -5.589 -2.355 -3.456
H -4.619 -3.717 -3.628
H -3.192 -2.201 -2.597
H -3.685 -3.038 -1.139
Cl 4.222 -2.619 -4.831
C 5.482 -1.465 -4.890
C 4.928 -0.011 -4.916
Cl 3.668 0.304 -3.725
H 6.235 -1.742 -5.628
H 6.061 -1.615 -3.974
H 4.340 0.102 -5.828
H 5.690 0.765 -4.913
Cl 7.241 2.042 -0.998
C 5.619 2.691 -0.613
C 4.970 1.765 0.396
Cl 4.930 0.060 -0.176
H 5.047 2.787 -1.531
H 5.848 3.621 -0.097
H 3.970 2.061 0.714
H 5.527 1.632 1.321
Cl 2.735 2.628 6.264
C 1.151 1.999 5.585
C 1.489 0.631 4.983
Cl 2.470 0.737 3.504
H 0.889 2.812 4.919
H 0.538 1.797 6.459
H 0.535 0.150 4.772
H 1.993 0.117 5.796
C -2.676 2.067 -3.882
O -2.433 1.233 -3.032
N -2.954 1.854 -5.184
C -2.837 2.937 -6.150
C -3.207 0.487 -5.691
H -2.539 3.140 -3.663
H -3.833 3.321 -6.375
H -2.368 2.573 -7.066
H -2.130 3.683 -5.791
H -2.985 -0.254 -4.927
H -4.216 0.340 -6.077
H -2.542 0.330 -6.543
C 4.101 5.582 2.336
O 4.891 5.851 1.448
N 2.922 4.961 2.158
C 1.920 4.813 3.210
C 2.444 4.645 0.849
H 4.177 5.824 3.409
H 1.918 3.768 3.517
H 0.941 5.184 2.912
H 2.160 5.339 4.137
H 1.515 4.077 0.826
H 2.197 5.576 0.322
H 3.207 4.190 0.216
C -2.287 3.308 1.350
O -1.322 3.585 0.653
N -3.453 2.772 0.950
C -4.572 2.697 1.925
C -3.853 2.470 -0.406
H -2.265 3.561 2.421
H -5.301 3.464 1.651
H -4.308 2.831 2.970
H -5.093 1.742 1.849
H -3.003 2.581 -1.077
H -4.248 1.469 -0.585
H -4.614 3.231 -0.602
C 3.881 -5.719 2.285
O 4.617 -6.611 1.888
N 4.040 -4.416 1.967
C 2.828 -3.570 1.894
C 5.126 -3.930 1.152
H 3.035 -5.884 2.970
H 2.692 -3.081 2.865
H 1.876 -4.107 1.872
H 2.973 -2.874 1.072
H 6.078 -4.276 1.549
H 4.950 -4.106 0.087
H 5.157 -2.849 1.301
C -3.066 0.333 5.108
O -3.415 0.916 4.081
N -3.704 0.257 6.286
C -3.157 -0.642 7.309
C -4.951 0.905 6.613
H -2.230 -0.383 5.096
H -3.258 -0.385 8.361
H -2.093 -0.761 7.086
H -3.548 -1.650 7.151
H -5.783 0.198 6.650
H -4.814 1.332 7.608
H -5.241 1.684 5.910
C 1.054 3.321 -5.844
O 0.199 3.026 -5.021
N 1.657 2.371 -6.567
C 2.690 2.688 -7.559
C 1.114 1.024 -6.747
H 1.324 4.358 -6.093
H 3.079 3.700 -7.443
H 2.292 2.726 -8.580
H 3.503 1.972 -7.661
H 0.149 0.972 -7.257
H 1.761 0.305 -7.244
H 0.907 0.637 -5.748
C -0.739 -3.879 -3.129
O -1.649 -3.839 -3.944
N 0.369 -3.103 -3.258
C 1.350 -3.087 -2.166
C 0.798 -2.492 -4.490
H -0.723 -4.453 -2.193
H 2.230 -3.654 -2.476
H 0.924 -3.511 -1.259
H 1.655 -2.058 -1.981
H -0.041 -2.348 -5.169
H 1.073 -1.481 -4.178
H 1.598 -3.054 -4.968
C -6.410 -2.354 1.951
Cl -5.672 -0.723 1.998
Cl -5.267 -3.452 1.226
Cl -6.834 -2.861 3.626
Cl -7.818 -2.328 0.845
*
```

3.
The following is a DFT calculation (ωB97M-V with the def2-TZVPD basis set) of a molecular structure, C2H8N4 in a non-equilibrium geometry.

Properties
- HOMO: -8.4 eV
- Gap between HOMO and LUMO: 9.329 eV

Structure (ORCA input):
```
! RIJCOSX wB97M-V def2-TZVPD def2/J DEFGRID3
* xyz 0 1
C 1.910 1.214 -0.290
N -0.994 -0.797 -0.565
N 0.725 0.450 -0.594
C 0.173 -0.379 0.295
N -2.313 -0.766 -0.026
N 0.356 -0.607 1.538
H -0.830 -1.699 -1.010
H -0.322 0.146 -1.298
H -2.346 -0.742 0.993
H -2.742 0.112 -0.313
H -0.379 -1.211 1.904
H 2.813 0.603 -0.396
H 1.958 1.610 0.731
H 1.991 2.065 -0.968
*
```

4.
The following is a DFT calculation (ωB97M-V with the def2-TZVPD basis set) of a molecular structure, C3H3LiOPb in a non-equilibrium geometry.

Properties
- HOMO (alpha / beta): -10.8 / -11.6 eV
- Gap between HOMO and LUMO (alpha / beta): 5.589 / 6.436 eV

Structure (ORCA input):
```
! RIJCOSX wB97M-V def2-TZVPD def2/J DEFGRID3
* xyz 1 2
C -1.555 1.001 0.483
O -2.022 -0.052 0.836
Li -0.794 -1.585 0.502
H -2.154 1.875 0.135
Pb 2.855 0.518 -1.527
C 0.770 0.105 -0.492
C 1.158 -1.012 0.208
H -0.038 -0.054 -1.238
H 1.779 -0.796 1.095
*
```

5.
The following is a DFT calculation (ωB97M-V with the def2-TZVPD basis set) of a molecular structure, C36H66B3F12N12Zn in a non-equilibrium geometry.

Properties
- HOMO: -19.6 eV
- Gap between HOMO and LUMO: 9.131 eV

Structure (ORCA input):
```
! RIJCOSX wB97M-V def2-TZVPD def2/J DEFGRID3
* xyz 5 1
Zn -4.275 2.435 -18.819
C -10.688 0.939 -17.581
C -9.983 0.878 -16.256
N -9.449 -0.506 -15.986
C -9.502 -1.600 -16.817
C -8.778 -2.583 -16.254
N -8.268 -2.077 -15.075
C -8.663 -0.828 -14.960
C -7.371 -2.794 -14.149
H -11.193 1.901 -17.658
H -11.428 0.164 -17.765
H -9.960 0.904 -18.394
H -10.474 1.203 -15.344
H -9.036 1.421 -16.331
H -10.203 -1.679 -17.628
H -8.540 -3.589 -16.548
H -8.248 -0.141 -14.239
H -7.377 -2.258 -13.203
H -6.372 -2.856 -14.565
H -7.803 -3.772 -13.953
C -4.721 8.151 -22.848
C -3.357 7.914 -22.230
N -2.416 7.240 -23.140
C -2.183 7.588 -24.450
C -1.246 6.763 -24.937
N -0.825 5.983 -23.876
C -1.595 6.249 -22.837
C 0.161 4.890 -23.964
H -5.388 8.410 -22.025
H -5.157 7.237 -23.265
H -4.731 8.885 -23.651
H -3.473 7.215 -21.403
H -2.916 8.823 -21.827
H -2.688 8.406 -24.933
H -0.814 6.666 -25.917
H -1.525 5.755 -21.880
H 0.815 5.148 -24.797
H -0.344 3.964 -24.223
H 0.785 4.835 -23.080
C -10.043 10.305 -23.346
C -10.229 8.877 -23.830
N -10.157 7.898 -22.706
C -9.866 6.551 -22.836
C -9.783 6.050 -21.592
N -10.086 7.071 -20.720
C -10.290 8.172 -21.429
C -10.111 6.927 -19.266
H -9.127 10.406 -22.761
H -10.910 10.645 -22.779
H -9.993 10.987 -24.193
H -9.479 8.537 -24.537
H -11.240 8.798 -24.230
H -9.704 6.090 -23.794
H -9.432 5.144 -21.124
H -10.580 9.135 -21.044
H -9.160 7.182 -18.814
H -10.371 5.897 -19.036
H -10.947 7.511 -18.883
C -4.617 5.162 -28.736
C -3.460 5.301 -27.768
N -3.724 4.669 -26.460
C -2.950 3.707 -25.863
C -3.596 3.351 -24.724
N -4.712 4.139 -24.613
C -4.783 4.912 -25.695
C -5.622 4.123 -23.450
H -5.543 5.641 -28.413
H -4.786 4.107 -28.953
H -4.402 5.644 -29.690
H -3.258 6.356 -27.563
H -2.560 4.888 -28.217
H -2.058 3.300 -26.306
H -3.313 2.664 -23.945
H -5.459 5.747 -25.773
H -6.582 4.563 -23.697
H -5.144 4.706 -22.660
H -5.744 3.112 -23.073
C -9.738 8.902 -13.899
C -9.651 7.636 -14.697
N -8.427 7.494 -15.512
C -8.104 6.450 -16.357
C -6.929 6.765 -16.951
N -6.544 7.978 -16.439
C -7.450 8.379 -15.548
C -5.295 8.688 -16.740
H -10.728 8.882 -13.439
H -9.800 9.786 -14.542
H -8.964 9.049 -13.153
H -10.539 7.436 -15.297
H -9.634 6.770 -14.024
H -8.776 5.614 -16.429
H -6.353 6.278 -17.720
H -7.352 9.254 -14.930
H -5.174 9.561 -16.108
H -5.330 8.987 -17.785
H -4.460 8.009 -16.588
C -9.836 -4.434 -19.609
C -8.644 -4.238 -20.506
N -8.276 -2.808 -20.642
C -7.480 -2.114 -19.760
C -7.453 -0.822 -20.162
N -8.214 -0.764 -21.314
C -8.757 -1.949 -21.517
C -8.519 0.391 -22.160
H -10.144 -5.476 -19.722
H -10.719 -3.860 -19.892
H -9.631 -4.248 -18.556
H -8.805 -4.646 -21.507
H -7.721 -4.767 -20.264
H -6.898 -2.620 -19.010
H -6.917 0.039 -19.815
H -9.447 -2.181 -22.313
H -9.546 0.348 -22.514
H -7.789 0.391 -22.966
H -8.449 1.347 -21.644
B -3.811 4.824 -17.692
F -4.668 3.782 -17.177
F -4.462 6.028 -17.864
F -2.699 4.926 -16.939
F -3.483 4.226 -18.992
B -7.023 4.072 -19.756
F -6.326 5.263 -19.947
F -6.119 3.081 -19.176
F -8.168 4.337 -19.006
F -7.417 3.519 -20.989
B -4.368 1.241 -21.094
F -4.416 0.669 -19.719
F -3.491 0.490 -21.802
F -5.637 1.167 -21.645
F -3.980 2.587 -20.880
*
```

6.
The following is a DFT calculation (ωB97M-V with the def2-TZVPD basis set) of a molecular structure, C31H21MnN5O4SSe.

Properties
- HOMO (alpha / beta): -4.1 / -4.2 eV
- Gap between HOMO and LUMO (alpha / beta): 5.036 / 5.380 eV

Structure (ORCA input):
```
! RIJCOSX wB97M-V def2-TZVPD def2/J DEFGRID3
* xyz -1 5
Mn -0.962 0.323 -0.166
O -4.819 -0.668 -1.232
C -3.640 -0.515 -1.028
N -3.000 0.191 -0.050
C -3.620 0.942 0.904
O -4.794 1.157 1.087
C -2.582 1.577 1.831
C -2.982 2.267 2.955
C -2.009 2.787 3.793
C -0.673 2.597 3.479
C -0.346 1.901 2.330
N -1.288 1.412 1.526
C -2.619 -1.171 -1.958
C -3.027 -2.018 -2.966
C -2.060 -2.609 -3.764
C -0.722 -2.333 -3.531
C -0.386 -1.468 -2.505
N -1.324 -0.906 -1.745
H -4.042 2.363 3.138
H -2.290 3.330 4.686
H 0.119 2.977 4.108
H 0.674 1.708 2.032
H -4.087 -2.190 -3.085
H -2.348 -3.283 -4.560
H 0.063 -2.773 -4.128
H 0.636 -1.210 -2.267
Se -1.966 -2.176 1.661
C -1.536 -3.711 2.685
C -0.280 -3.886 3.277
C -0.025 -5.032 4.012
N -0.911 -6.009 4.225
C -2.109 -5.832 3.662
C -2.463 -4.735 2.893
H 0.487 -3.132 3.159
H 0.953 -5.170 4.466
H -2.834 -6.624 3.828
H -3.452 -4.674 2.458
N 0.344 6.343 -4.503
C 0.154 5.420 -3.845
C -0.084 4.259 -3.016
C -1.386 3.869 -2.715
C -1.595 2.756 -1.916
C -0.546 1.995 -1.387
C 0.743 2.416 -1.723
C 0.988 3.524 -2.520
H -2.220 4.437 -3.107
H -2.624 2.479 -1.700
H 1.595 1.854 -1.367
H 2.000 3.822 -2.762
O 7.280 1.729 -0.466
C 6.747 0.557 -0.903
O 7.444 -0.211 -1.507
C 5.317 0.300 -0.561
C 4.451 1.280 -0.081
C 3.141 0.976 0.239
C 2.638 -0.328 0.097
S 1.013 -0.801 0.587
C 3.518 -1.299 -0.399
C 4.826 -0.991 -0.725
H 6.627 2.194 0.067
H 4.765 2.314 0.027
H 2.488 1.757 0.604
H 3.151 -2.311 -0.515
H 5.492 -1.751 -1.112
*
```

Number 1: DFT total energy -414.5600 hartree. Number 2: DFT total energy -8489.8488 hartree. Number 3: DFT total energy -299.9166 hartree. Number 4: DFT total energy -391.2794 hartree. Number 5: DFT total energy -5119.7888 hartree. Number 6: DFT total energy -5719.4342 hartree.